Density functional theory data (ωB97M-V with the def2-TZVPD basis set) for C4H7NO in the gas phase.

Atoms and positions in Å:
C  1.316  0.028  1.618
N  0.204  -0.757  1.085
C  0.250  -0.835  -0.324
C  -0.458  0.062  -0.989
C  -1.434  0.545  -1.912
O  -1.361  0.990  -0.528
H  0.956  0.628  2.457
H  2.125  -0.633  1.944
H  1.698  0.702  0.843
H  -0.671  -0.300  1.325
H  0.933  -1.546  -0.774
H  -1.230  1.310  -2.654
H  -2.262  -0.134  -2.099

Max |F| in eV Å⁻¹: 0.44
Highest occupied orbital energy in Ha: -0.31131
Energy above the lowest of the compared OMol25 structures with the same formula, charge and spin in eV: 3.479
Total energy in eV: -7796.16495
HOMO-LUMO gap in eV: 9.6
Structure (SMILES): CN/C=C1/CO1
Lowest unoccupied orbital energy in eV: 1.09